1.
25
Properties=species:S:1:pos:R:3:forces:R:3:lowdin_charge:R:1 method="wB97M-V/def2-TZVPD" total_charge=+1 multiplicity=2 lumo_ev="-3.2 / -7.8" e_tot_ev=-11037.0234
C -0.0071 -0.0434 0.8323 1.36 0.02 1.22 -0.150
C 0.0554 0.7528 -0.5251 -0.56 -0.75 -0.72 -0.323
C 1.4583 1.2727 -0.8327 -0.42 -0.22 -0.06 -0.036
C -0.9806 1.8727 -0.4946 0.21 1.46 -0.20 -0.228
C -2.4453 1.5791 -0.2263 -0.10 -0.32 -0.62 -0.079
N 0.1518 -1.4495 0.7394 -0.86 0.20 -1.29 0.285
H 0.8098 0.3393 1.4534 0.26 0.16 -0.25 0.126
H -0.8386 0.1916 1.4514 -1.17 -0.13 0.00 0.119
H -0.2987 0.0429 -1.2747 0.19 0.06 -0.13 0.118
H 1.9066 1.6357 0.0872 0.17 0.45 -0.09 0.088
H 2.1449 0.5550 -1.2787 -0.13 -0.27 0.10 0.090
H 1.3293 2.0625 -1.5713 0.29 0.20 0.17 0.094
H -0.9178 2.3667 -1.4719 0.07 -0.33 -0.15 0.128
H -0.6152 2.6901 0.1400 -0.08 -0.27 0.42 0.129
H -3.0412 2.4902 -0.1909 0.29 0.17 0.62 0.087
H -2.9328 1.0841 -1.0716 0.37 -0.50 0.09 0.083
H -2.5603 0.9723 0.6676 -0.45 0.14 0.14 0.063
H 0.8878 -1.8893 0.1870 0.56 0.35 0.44 0.156
H -0.7027 -1.9884 0.5982 -0.11 -0.11 0.42 0.126
H -0.8443 -2.5649 -1.9220 0.00 0.11 -0.13 0.079
H -2.2004 -2.5422 -1.2605 -0.19 0.13 -0.06 0.079
O -1.3899 -2.0229 -1.3366 -0.01 -0.50 0.04 -0.030
H 3.0265 -0.8939 2.7465 0.46 -0.35 0.22 0.063
H 2.2422 -0.6057 1.5494 0.09 0.22 -0.40 -0.035
O 2.9325 -1.1997 1.8369 -0.25 0.09 0.24 -0.029

2.
28
Properties=species:S:1:pos:R:3:forces:R:3:lowdin_charge:R:1 method="wB97M-V/def2-TZVPD" lumo_ev=0.5 e_tot_ev=-17187.5508
C 1.2421 -1.0983 -2.1078 -2.84 -3.39 0.45 -0.038
C 0.0024 -1.2485 -1.0660 3.92 1.48 1.63 -0.345
N 0.5306 -1.9538 0.1409 -0.01 -2.15 1.17 -0.013
C -0.5197 0.1692 -0.6444 2.22 -0.60 -1.83 -0.178
C -1.5580 0.4222 0.3781 -1.51 -2.49 1.87 -0.137
C -1.8991 1.8595 0.3130 -1.84 5.74 0.80 -0.425
O -1.3618 2.9197 0.7155 0.62 -3.80 -0.43 0.047
O -3.1313 2.1544 -0.2981 0.92 -2.14 -0.29 0.053
H 1.7314 -2.1351 -2.1594 -0.75 1.54 -0.25 0.099
H 0.8686 -0.7669 -3.0500 -0.44 -0.27 -1.06 0.055
H 1.9490 -0.3907 -1.9100 1.86 1.92 1.53 0.010
H -0.7400 -1.8331 -1.4979 -1.38 -1.11 -0.73 0.104
H 0.3628 -3.0056 0.2012 0.31 2.04 -0.68 0.089
H 1.5261 -1.8425 0.4613 -1.50 0.43 -1.06 0.098
H 0.4330 0.6950 -0.3771 -0.97 0.00 -0.27 0.114
H -0.9260 0.5758 -1.5557 0.30 0.50 -0.73 0.121
H -1.1725 0.0196 1.3492 -0.30 1.05 -0.37 0.135
H -2.5227 -0.1913 0.2516 1.33 1.01 -0.26 0.157
H -3.1249 3.0794 -0.5817 0.26 -0.01 0.51 0.113
O 2.6821 1.8743 -0.5564 0.97 -0.12 -3.42 -0.033
H 3.6109 1.6992 -0.4291 0.22 -0.03 0.23 0.038
H 2.2806 1.9249 0.2651 -0.95 0.12 2.95 -0.072
O -2.0071 -3.0852 1.8467 -0.43 -0.16 -0.50 -0.060
H -1.3740 -2.9612 1.1294 0.03 0.25 0.27 -0.014
H -1.4964 -3.0351 2.6491 0.33 0.08 0.34 0.027
O 1.7150 1.7799 1.9974 -2.30 -0.60 -1.42 -0.053
H 2.1267 2.2721 2.6788 0.26 0.96 1.04 0.032
H 0.7724 2.1021 1.8561 1.64 -0.23 0.53 0.076

3.
34
Properties=species:S:1:pos:R:3:forces:R:3:lowdin_charge:R:1 method="wB97M-V/def2-TZVPD" total_charge=+1 multiplicity=5 lumo_ev="-4.8 / -5.8" e_tot_ev=-52706.7221
Rh -0.9140 -1.1764 0.1805 3.28 -0.06 0.04 0.960
C -2.4607 -3.2937 -1.2265 -1.00 -2.96 -0.92 -0.085
C -2.5615 -2.0993 -0.4357 -6.57 -0.84 0.40 -0.434
O -3.7640 -1.9758 -0.0027 3.92 1.97 -0.39 -0.021
P 1.0976 -2.0785 -0.7441 4.81 1.31 -1.41 0.568
O 1.7916 -1.6286 -2.2400 -2.74 -1.01 1.91 -0.186
O 2.5196 -1.7228 0.0981 -1.10 -0.46 0.60 -0.242
O 0.6538 -3.4935 -0.7396 -0.47 -0.13 0.31 -0.276
P 0.8638 -0.9296 3.4809 0.84 -1.58 -2.10 0.955
O 2.4007 -1.4586 3.1957 -1.21 0.44 0.58 -0.296
O 0.2159 -1.5025 2.2539 -0.61 1.10 0.97 -0.535
O -2.1970 0.2643 1.0778 -4.65 -3.76 1.09 -0.301
H -1.5425 -3.7612 -1.4318 1.50 0.36 -0.98 0.033
H -3.2552 -3.5120 -1.9891 0.79 0.88 0.43 0.131
H -2.7840 -3.9930 -0.4580 -0.32 -0.46 0.39 0.109
H -3.0891 -0.2065 0.4248 2.90 1.88 2.88 0.185
H 2.6800 -1.3650 -2.0679 1.28 0.42 0.24 0.030
H 2.6034 -1.7677 1.0992 -0.71 -0.16 -1.76 0.054
H 2.7901 -1.8874 3.9633 0.63 0.09 0.35 0.060
H -2.2811 -0.4611 1.9004 -0.09 3.15 -2.63 0.137
C -0.2325 3.0889 0.9426 1.03 0.87 1.70 -0.179
P 0.5813 2.1390 -0.3066 -0.71 -0.67 -1.15 0.563
C 2.2629 2.6774 -0.6829 -0.65 0.01 2.97 -0.139
C -0.3950 2.7278 -1.6717 -2.68 -1.34 -0.05 -0.185
O 0.5754 0.6359 -0.0802 -0.41 0.23 0.13 -0.487
H -0.2934 2.5096 1.8973 0.22 0.93 -0.58 0.069
H -1.2115 3.3429 0.6096 -0.94 -0.36 -0.22 0.038
H 0.2316 4.1126 0.9994 -0.02 -1.08 0.56 0.086
H 2.4997 2.3540 -1.6582 0.58 -0.44 -0.97 0.045
H 2.8356 2.1773 0.1533 -0.04 0.53 -1.23 0.084
H 2.3288 3.7616 -0.5578 0.16 -0.14 -0.21 0.064
H -1.5391 2.5255 -1.6729 1.77 0.56 0.97 0.110
H -0.2081 2.2307 -2.5736 1.18 -0.50 -1.56 0.035
H -0.2032 3.7653 -1.7372 0.02 1.23 -0.36 0.050

4.
27
Properties=species:S:1:pos:R:3:forces:R:3:lowdin_charge:R:1 method="wB97M-V/def2-TZVPD" total_charge=+1 lumo_ev=-2.8 e_tot_ev=-13103.2395
C -1.6752 -0.0409 1.6223 0.60 -0.47 1.79 -0.165
O -1.1330 -0.8858 2.6744 0.61 0.39 -0.46 -0.070
C -0.4122 0.3635 0.8883 0.79 -0.64 -0.57 -0.223
C -0.5495 1.2891 -0.3286 -2.48 0.06 1.13 -0.363
C -1.6772 0.7615 -1.2197 -0.49 0.01 -1.59 -0.062
C 0.6710 1.7157 -1.0832 1.34 1.77 1.17 -0.046
N 0.2174 -0.9521 0.4250 -0.11 0.68 -0.30 0.214
H -2.3782 -0.6993 1.1441 -0.38 0.35 -1.00 0.121
H -2.1557 0.8322 2.0719 -0.08 0.00 -0.34 0.146
H -1.7760 -1.0514 3.3526 -0.57 -0.09 0.42 0.093
H 0.2459 0.7695 1.6586 0.10 0.01 -0.18 0.161
H -0.9992 2.1945 0.0949 0.18 -0.03 0.25 0.148
H -2.0227 1.5739 -1.8695 0.13 -0.12 0.03 0.100
H -2.5956 0.3272 -0.8223 0.17 0.49 0.93 0.080
H -1.4087 -0.0339 -1.9119 0.72 -0.09 -0.25 0.079
H 0.7789 1.3280 -2.0555 0.28 -0.95 -1.02 0.079
H 0.7719 2.8053 -1.2039 -1.01 -0.08 -0.24 0.102
H 1.5787 1.6501 -0.4823 0.01 -0.92 -0.08 0.060
H 1.2382 -0.9815 0.3965 0.33 0.64 0.11 0.103
H -0.0898 -1.7555 0.9488 -0.33 -0.24 0.62 0.148
H -0.0191 -1.1223 -0.5463 -0.12 -0.16 -0.28 0.110
H 0.6677 -2.9984 -2.0890 0.23 -0.24 -0.09 0.068
H 1.9110 -2.9066 -1.1551 -0.01 -0.13 -0.28 0.069
O 1.1735 -2.4078 -1.5236 -0.11 0.05 0.00 -0.034
H 3.3482 -0.2281 1.0673 0.32 0.22 -0.10 0.070
H 3.2564 0.6564 -0.2107 0.19 -0.03 0.09 0.051
O 3.0331 -0.2034 0.1569 -0.31 -0.49 0.26 -0.039

5.
28
Properties=species:S:1:pos:R:3:forces:R:3:lowdin_charge:R:1 method="wB97M-V/def2-TZVPD" total_charge=-1 lumo_ev=3.3 e_tot_ev=-15157.1224
C -1.7912 -0.1647 -1.7309 0.09 -0.05 -0.04 -0.091
C -1.2576 0.5492 -0.4929 0.07 -0.32 -0.20 -0.293
N -0.2065 -0.2441 0.1536 -0.06 0.55 0.22 -0.239
C -0.7953 -1.3420 0.9243 0.04 -0.10 -0.04 -0.095
C 0.6724 0.5758 1.0202 0.37 -0.83 -0.29 -0.199
C 1.9251 -0.2072 1.5537 -0.50 0.12 0.23 -0.509
O 1.6518 -1.1354 2.4765 0.06 -0.04 -0.02 -0.343
H -2.5259 0.4515 -2.2552 -0.06 -0.08 0.07 0.067
H -2.2412 -1.1280 -1.4765 -0.08 0.15 -0.01 0.062
H -0.9674 -0.3628 -2.4218 -0.04 0.05 0.01 0.062
H -0.8543 1.5167 -0.8025 0.19 0.01 0.01 0.102
H -2.0788 0.7686 0.2061 -0.02 -0.04 0.02 0.099
H -1.1901 -2.1054 0.2487 -0.05 -0.01 0.06 0.072
H -1.6115 -0.9940 1.5801 -0.05 0.08 -0.06 0.086
H -0.0081 -1.7444 1.5661 0.05 -0.11 0.02 0.060
H 1.0262 1.4370 0.4418 -0.17 0.10 0.00 0.103
H 0.1524 0.8974 1.9321 -0.02 0.09 0.07 0.089
H 2.5957 0.6189 1.9181 0.10 -0.06 -0.14 0.082
H 2.4102 -0.6139 0.6280 0.23 0.19 -0.09 0.068
H -1.2400 1.8183 2.1433 0.03 0.09 -0.05 -0.009
H -1.4306 3.0772 1.2979 0.04 -0.19 0.12 0.030
O -1.7630 2.6262 2.0825 -0.26 0.32 0.05 -0.075
H 2.2494 -1.9017 -0.8187 -0.12 0.02 -0.09 0.037
H 0.8144 -1.5567 -1.1381 0.09 0.23 0.20 0.011
O 1.6146 -1.9344 -1.5495 0.03 -0.25 -0.06 -0.086
H 1.2902 0.9034 -2.0366 0.07 -0.01 0.01 0.001
H 1.8294 -0.3793 -2.6217 0.00 0.31 0.06 0.001
O 1.7296 0.5738 -2.8286 -0.05 -0.21 -0.04 -0.093

6.
36
Properties=species:S:1:pos:R:3:forces:R:3:lowdin_charge:R:1 method="wB97M-V/def2-TZVPD" lumo_ev=0.4 e_tot_ev=-28669.7002
Ag 0.1902 0.1877 -1.1845 0.05 0.66 -0.95 0.711
O -0.6764 1.7079 -2.6972 0.25 -0.17 1.20 -0.565
H -0.9975 2.2577 -1.9562 -0.02 -0.14 -0.63 -0.156
C 1.8963 3.9620 0.8247 -0.21 0.73 -0.27 -0.083
C 1.8557 3.2447 -0.5276 -0.31 1.16 1.12 -0.310
O 2.0400 1.8803 -0.2831 0.30 -0.72 -0.30 -0.120
H 1.2488 3.4533 1.5389 0.40 0.12 0.10 0.039
H 1.5538 4.9963 0.7915 -0.28 0.09 -0.32 0.072
H 2.9288 4.0782 1.1542 0.03 -0.54 0.41 0.072
H 2.6339 3.7281 -1.1183 0.00 -0.41 -0.58 0.112
H 0.8822 3.3525 -1.0058 0.17 -0.09 -0.19 0.100
H 2.9501 1.7156 -0.0259 0.09 -0.10 0.00 0.093
C -3.0715 -1.2368 -1.0331 2.86 -2.34 2.20 -0.742
O -1.9077 -1.0283 -1.2908 0.20 0.15 0.08 0.002
N -3.4914 -2.0437 -0.0121 0.31 -1.78 2.73 0.126
N -4.1066 -0.8146 -1.6384 -3.42 2.31 -3.82 0.181
H -4.2478 -2.7070 -0.1017 0.03 0.43 -0.20 0.091
H -2.8587 -2.2997 0.7324 0.23 0.12 -0.54 0.087
H -3.8977 -0.3433 -2.5069 -0.47 0.02 -0.16 0.138
H -4.9584 -1.3437 -1.5177 0.02 0.66 -0.25 0.118
C -0.4013 0.2841 2.2809 0.91 1.08 -2.35 -0.767
O -0.1811 -0.0876 1.1447 0.22 -0.66 -0.28 -0.001
N -0.0947 1.4618 2.7734 1.46 3.21 -0.29 0.176
N -1.0196 -0.3756 3.1827 -2.77 -4.27 3.05 0.167
H -0.2021 1.6300 3.7634 0.48 0.46 -0.56 0.114
H 0.4651 2.0185 2.1434 -0.04 0.29 0.61 0.079
H -1.2580 0.0767 4.0537 -0.17 -0.79 -0.23 0.117
H -1.2516 -1.3344 2.9660 -0.22 0.27 0.49 0.123
C 2.0011 -2.8288 -1.1692 1.40 3.73 -0.59 -0.818
O 1.9879 -1.6301 -0.9997 -0.54 2.23 0.89 0.002
N 1.0371 -3.6222 -0.9204 -4.49 -2.82 1.62 0.191
N 3.0355 -3.3840 -1.7100 2.83 -2.59 -1.38 0.172
H 1.0652 -4.6026 -1.1616 -0.35 0.38 0.27 0.119
H 0.2285 -3.1949 -0.4917 -0.11 -0.36 -0.20 0.123
H 2.8398 -4.3508 -1.9271 1.41 0.17 -0.61 0.107
H 3.7822 -2.8073 -2.0706 -0.25 -0.49 -0.06 0.131

7.
38
Properties=species:S:1:pos:R:3:forces:R:3:lowdin_charge:R:1 method="wB97M-V/def2-TZVPD" total_charge=+1 lumo_ev=-3.2 e_tot_ev=-102793.7020
C 1.6747 2.1183 -5.0118 0.78 1.52 -1.60 -0.102
O 0.7067 1.2288 -4.3480 2.94 -0.51 2.85 -0.049
B 1.2455 0.6747 -3.0900 1.61 3.45 -2.38 -0.277
O 2.4633 1.2479 -2.4174 -3.43 0.71 -0.88 0.023
B 0.5422 -0.6255 -2.3583 -2.24 -2.62 1.33 -0.238
O 0.3122 -0.5285 -0.8744 2.74 -2.80 -1.19 0.046
B 1.1288 -1.6800 -0.3519 -2.05 -0.11 -0.47 -0.821
Br 2.7898 -1.2051 0.6657 -1.72 -0.65 -0.78 0.754
O 0.6428 -3.0369 -0.6708 1.85 3.72 -2.53 0.080
B 0.5306 -3.0687 -2.1720 -1.48 1.25 0.88 -0.428
P 0.9804 -4.7941 -2.9677 3.09 -1.09 -1.46 0.770
N 2.4833 -4.6925 -3.6412 -1.31 -0.12 1.29 -0.357
O 0.1522 -1.8965 -2.9998 2.48 -0.18 3.66 0.156
H 1.8569 3.1439 -4.4394 -0.57 -2.22 -1.03 0.110
H 2.7335 1.6285 -5.1851 -2.27 0.75 0.56 0.122
H 1.2521 2.4034 -6.0891 0.74 -0.75 2.52 0.124
H 2.3253 2.2432 -2.2673 0.56 -2.07 -0.70 0.127
H 0.0313 -5.1680 -3.9962 0.01 0.22 0.97 0.001
H 1.0802 -5.8433 -1.9681 -1.09 0.85 -0.37 0.018
H 3.1256 -5.3863 -3.1974 -0.79 0.83 -0.40 -0.036
C -1.0714 -0.2963 3.2249 0.17 -0.27 -0.22 -0.020
C -0.4682 1.1015 3.1481 -0.24 -0.74 0.78 -0.305
C -1.2481 2.1315 3.9795 0.11 0.78 -0.72 -0.159
O -2.4407 2.5023 3.2772 0.55 -0.28 0.69 -0.198
C -3.6299 1.9294 3.8191 -0.54 -0.03 -0.26 -0.067
N -0.5165 1.5487 1.7229 -0.17 0.63 -0.48 0.230
H -2.0553 -0.3503 2.7497 0.05 0.11 0.11 0.089
H -0.4248 -1.0200 2.7159 -0.07 0.06 0.09 0.086
H -1.1738 -0.6199 4.2645 0.05 0.13 -0.17 0.106
H 0.5855 1.0693 3.4498 -0.22 0.10 -0.06 0.161
H -0.6438 3.0425 4.0583 -0.08 -0.02 0.06 0.135
H -1.4417 1.7827 5.0002 0.01 -0.14 -0.31 0.139
H -3.5853 1.8297 4.9073 0.10 0.05 -0.13 0.099
H -3.8074 0.9555 3.3596 -0.11 -0.08 0.18 0.082
H -4.4690 2.5834 3.5647 0.24 -0.05 0.02 0.102
H -0.2537 0.8196 1.0492 0.15 -0.01 0.00 0.142
H 0.0729 2.3739 1.5651 -0.01 -0.25 -0.03 0.185
H -1.4864 1.8536 1.5241 0.16 -0.13 0.19 0.172